Entry 1:
Below is a molecular structure, C32H46CaGeNO7PTe, with properties calculated with the ωB97M-V functional and the def2-TZVPD basis.

The geometry in XYZ format:
```
90
Properties=species:S:1:pos:R:3:forces:R:3:lowdin_charge:R:1
Ca 0.118 0.789 -0.079 0.58 -0.03 -0.42 1.29
N 3.916 0.319 -3.166 0.07 0.03 -0.07 0.11
C 2.571 0.559 -2.893 -0.11 -0.05 0.06 -0.55
O 1.743 -0.279 -3.169 -0.01 0.02 -0.08 0.05
C 2.267 1.919 -2.296 0.02 -0.15 0.03 -0.29
C 0.787 2.146 -1.997 0.10 0.41 -0.50 -0.32
H 4.129 -0.656 -3.310 0.01 0.02 0.06 0.08
H 4.587 0.844 -2.629 -0.01 -0.04 0.02 0.07
H 2.755 2.644 -2.976 -0.05 0.02 -0.03 0.09
H 2.846 1.989 -1.363 0.03 -0.02 -0.01 0.09
H 0.234 2.213 -2.947 0.03 -0.06 0.04 0.00
H 0.730 3.150 -1.550 -0.07 0.06 0.03 -0.02
C -1.495 -0.073 4.956 0.10 -0.02 0.16 -0.49
Te -0.829 -0.460 2.926 -0.32 -0.03 -0.03 1.31
C 0.342 -2.139 3.464 -0.01 -0.12 0.01 -0.42
H -0.748 -0.410 5.677 0.00 0.02 0.04 -0.02
H -2.439 -0.583 5.144 0.01 0.01 0.08 -0.03
H -1.632 1.003 5.071 -0.03 0.02 0.01 -0.03
H -0.157 -2.694 4.257 0.02 -0.03 -0.01 -0.01
H 1.329 -1.814 3.785 0.02 -0.04 0.04 -0.01
H 0.422 -2.741 2.560 0.03 0.00 -0.03 -0.01
O 1.140 -1.532 0.111 -0.12 0.41 0.02 -0.43
O -0.186 -1.212 0.591 -0.38 -0.98 0.18 -0.74
C 1.078 -2.811 -0.507 0.32 0.06 -0.16 -0.32
Ge -0.304 -3.136 -1.811 -0.28 -0.25 0.40 0.94
C 0.107 -5.019 -2.298 -0.08 -0.09 -0.17 -0.28
C -0.793 -5.786 -3.041 0.09 -0.01 0.04 -0.13
C -0.514 -7.101 -3.393 -0.01 -0.02 -0.02 -0.12
C 0.685 -7.685 -3.004 -0.02 -0.01 -0.01 -0.14
C 1.592 -6.943 -2.256 -0.04 0.06 0.00 -0.12
C 1.299 -5.628 -1.906 0.06 -0.11 -0.04 -0.11
C -2.022 -3.369 -0.820 0.00 0.05 0.04 -0.25
C -2.128 -4.467 0.037 0.01 0.00 -0.01 -0.11
C -3.240 -4.658 0.848 0.00 -0.01 0.01 -0.11
C -4.286 -3.746 0.829 0.00 0.01 0.00 -0.13
C -4.204 -2.645 -0.012 0.04 -0.03 -0.02 -0.11
C -3.087 -2.468 -0.820 -0.07 -0.07 -0.02 -0.11
C -0.866 -2.417 -3.613 0.25 0.23 -0.07 -0.25
C -1.625 -1.253 -3.760 0.02 0.02 -0.05 -0.12
C -1.845 -0.665 -4.998 0.00 -0.01 0.03 -0.11
C -1.291 -1.221 -6.142 -0.02 0.01 -0.04 -0.13
C -0.514 -2.364 -6.025 0.02 -0.03 0.02 -0.12
C -0.302 -2.942 -4.780 -0.12 0.00 -0.03 -0.12
H 2.066 -2.901 -0.995 -0.05 0.04 0.06 -0.01
H -1.733 -5.341 -3.352 -0.01 0.01 -0.01 0.10
H -1.233 -7.672 -3.971 0.00 -0.01 0.00 0.08
H 0.909 -8.710 -3.277 0.00 -0.01 0.00 0.08
H 2.527 -7.392 -1.938 0.01 -0.01 0.00 0.08
H 1.996 -5.065 -1.297 -0.02 0.00 0.02 0.07
H -1.312 -5.181 0.084 0.01 0.02 0.00 0.09
H -3.282 -5.516 1.511 0.00 -0.01 0.00 0.09
H -5.148 -3.882 1.472 0.00 -0.01 0.00 0.08
H -5.004 -1.913 -0.029 0.00 0.00 0.00 0.09
H -3.056 -1.593 -1.454 -0.01 0.01 0.01 0.07
H -2.034 -0.759 -2.888 0.04 0.03 0.01 0.07
H -2.429 0.247 -5.064 0.00 0.00 0.00 0.09
H -1.447 -0.757 -7.110 0.00 -0.01 0.01 0.08
H -0.056 -2.802 -6.907 0.00 0.00 0.00 0.08
H 0.321 -3.827 -4.719 0.04 -0.03 0.03 0.09
C 0.751 3.954 5.390 0.06 0.05 0.09 -0.03
C 1.386 3.346 4.149 -0.07 -0.06 0.00 -0.63
C 2.501 4.244 3.629 0.07 0.04 -0.01 -0.04
C 1.912 1.950 4.456 0.01 -0.03 0.01 -0.04
O 0.292 3.263 3.214 0.01 -0.05 0.22 -0.17
P 0.447 2.989 1.644 0.00 0.21 0.07 0.18
O -0.891 2.525 1.146 0.03 0.18 0.07 -0.42
O 1.619 2.111 1.334 -0.20 0.15 -0.06 -0.35
O 0.786 4.448 1.056 0.10 0.17 -0.05 -0.16
C -0.167 5.507 0.856 0.02 -0.04 0.03 -0.63
C -1.053 5.703 2.082 -0.07 0.02 0.05 -0.04
C -1.015 5.228 -0.377 -0.05 -0.03 -0.05 -0.04
C 0.698 6.738 0.630 -0.02 0.07 -0.01 -0.04
H 1.491 4.045 6.189 -0.02 0.01 0.00 0.08
H -0.066 3.320 5.736 -0.01 -0.01 0.00 0.08
H 0.350 4.945 5.164 0.00 0.00 0.00 0.07
H 3.286 4.300 4.386 0.02 0.03 -0.01 0.08
H 2.128 5.250 3.429 -0.01 0.01 0.01 0.07
H 2.928 3.848 2.707 -0.03 -0.03 0.03 0.08
H 2.686 2.015 5.227 0.00 -0.01 0.00 0.08
H 2.327 1.494 3.559 0.01 0.01 -0.03 0.08
H 1.102 1.312 4.810 0.00 0.02 0.00 0.06
H -1.630 4.804 2.298 0.01 0.01 -0.05 0.08
H -1.745 6.527 1.892 0.01 0.02 0.02 0.08
H -0.452 5.941 2.962 0.01 0.00 -0.01 0.07
H -1.580 4.305 -0.252 0.02 0.02 0.04 0.08
H -0.382 5.117 -1.257 0.03 0.00 -0.02 0.08
H -1.708 6.059 -0.536 0.00 0.00 -0.03 0.08
H 1.306 6.944 1.513 0.00 0.00 0.01 0.08
H 0.073 7.610 0.419 0.01 0.00 0.01 0.08
H 1.365 6.567 -0.216 0.00 0.00 -0.01 0.09
```
Positions in Å, forces in eV/Å.

Summary:
Multiplicity = 1
E = -5192.362805 Ha
Relative energy (zero: lowest compared OMol25 entry of this formula, charge and spin) = 302.2 kJ/mol
LUMO = 3.99 eV
Net charge = -2
Kohn-Sham gap = 3.903 eV


Entry 2:
Below is a molecular structure, C32H46ClF5O2P4RuTe, with properties calculated with the ωB97M-V functional and the def2-TZVPD basis.

The geometry in XYZ format:
```
92
Properties=species:S:1:pos:R:3:forces:R:3:lowdin_spin:R:1
P -0.716 -2.848 0.917 0.04 1.92 0.20 0.48
C -1.484 -3.062 2.461 -0.41 -0.38 0.35 0.06
C -2.699 -3.776 2.388 0.30 0.07 0.46 0.05
H -3.154 -3.953 1.411 0.03 -0.14 0.44 0.00
C -3.240 -4.271 3.564 -0.15 0.10 -0.10 0.00
H -4.150 -4.863 3.501 0.16 0.13 0.24 0.00
C -2.607 -4.018 4.784 0.00 0.01 -0.18 0.05
H -3.037 -4.422 5.692 0.06 0.02 -0.02 0.00
C -1.438 -3.251 4.855 0.15 0.22 -0.12 0.00
H -0.955 -3.052 5.811 -0.25 -0.05 -0.19 0.00
C -0.868 -2.741 3.695 -0.28 -0.44 -0.63 0.04
H 0.039 -2.129 3.697 -0.24 -0.32 0.17 0.00
C -1.818 -2.654 -0.445 0.09 -0.41 -0.21 0.05
C -2.982 -1.853 -0.362 0.37 -0.47 -0.05 0.05
H -3.211 -1.327 0.569 0.07 -0.18 -0.40 0.00
C -3.836 -1.816 -1.459 0.12 0.01 0.36 -0.01
H -4.731 -1.196 -1.405 0.19 -0.25 -0.15 0.00
C -3.562 -2.609 -2.577 0.08 0.04 -0.08 0.06
H -4.259 -2.619 -3.403 -0.04 0.00 -0.02 0.00
C -2.413 -3.398 -2.651 0.29 0.01 -0.07 0.00
H -2.211 -4.045 -3.503 -0.21 0.26 0.06 0.00
C -1.499 -3.392 -1.607 -0.44 0.21 0.48 0.05
H -0.592 -4.005 -1.617 -0.39 0.15 -0.15 0.00
C 0.779 -3.702 0.633 0.34 -0.82 0.05 0.06
C 0.609 -5.068 0.938 0.47 0.31 -0.28 0.03
H -0.365 -5.402 1.309 0.46 -0.17 -0.10 0.00
C 1.675 -5.928 0.725 -0.07 -0.02 0.06 0.00
H 1.522 -6.986 0.922 0.29 0.13 -0.05 0.00
C 2.895 -5.425 0.264 -0.15 0.05 0.04 0.01
H 3.720 -6.106 0.113 0.03 -0.01 -0.01 0.00
C 3.072 -4.064 -0.005 -0.26 0.14 -0.01 0.00
H 4.024 -3.669 -0.362 -0.21 -0.27 0.14 0.00
C 2.008 -3.183 0.168 -0.63 -0.17 0.18 0.02
H 2.100 -2.115 -0.043 0.04 -0.47 0.11 0.00
Ru 0.594 2.188 0.886 0.55 1.58 0.30 1.67
C 0.612 2.227 -1.299 0.18 0.37 0.89 0.03
C 0.281 1.254 -2.156 0.26 0.16 0.65 0.02
H 0.927 3.252 -1.586 -0.37 -0.62 -0.26 0.01
C -0.042 -0.081 -1.529 -0.12 -0.94 1.68 0.09
O 0.938 -1.061 -1.992 -0.92 -0.05 0.15 0.03
H 0.697 -1.931 -1.607 0.11 0.66 -0.37 0.00
C 0.037 -0.116 0.004 0.08 -0.96 -0.44 0.78
H -1.090 -0.410 -1.753 0.76 0.12 -0.16 0.01
C 0.340 0.365 1.207 -1.32 -4.00 -1.49 0.10
Cl 0.411 2.127 3.286 0.08 0.30 0.12 0.01
P 2.908 1.742 0.864 0.56 0.32 -0.01 -0.01
P -1.700 2.680 0.925 -0.71 0.53 0.05 -0.01
C 3.742 2.468 2.286 0.20 -0.07 0.15 0.00
H 3.041 2.474 3.127 0.25 0.02 -0.08 0.00
H 4.038 3.494 2.051 0.02 -0.21 0.15 0.00
H 4.619 1.855 2.523 -0.08 0.32 0.05 0.00
C 3.439 0.012 0.869 0.00 -0.23 0.01 0.00
H 3.416 -0.383 -0.155 -0.02 0.04 0.23 0.00
H 2.761 -0.571 1.503 0.28 0.06 -0.09 0.00
H 4.459 -0.044 1.271 -0.23 -0.09 -0.19 0.00
C 3.664 2.449 -0.618 0.40 -0.02 -0.06 0.00
H 3.387 3.507 -0.682 0.15 -0.23 -0.03 0.00
H 3.303 1.915 -1.505 0.11 0.10 0.20 0.00
H 4.755 2.357 -0.544 -0.17 0.11 -0.16 0.00
C -2.027 4.123 1.955 -0.07 -0.05 0.06 0.00
H -1.714 5.021 1.416 -0.17 -0.12 0.15 0.00
H -1.429 4.026 2.867 -0.24 0.13 -0.11 0.00
H -3.096 4.161 2.192 0.21 0.14 -0.02 0.00
C -2.383 3.139 -0.692 -0.35 -0.08 -0.08 0.00
H -2.349 2.279 -1.374 -0.03 0.19 0.13 0.00
H -1.769 3.948 -1.108 -0.18 -0.14 0.09 0.00
H -3.421 3.477 -0.578 0.23 -0.02 -0.13 0.00
C -2.790 1.390 1.581 -0.14 -0.11 0.00 0.00
H -2.280 0.874 2.402 -0.16 0.14 -0.11 0.00
H -3.031 0.674 0.787 0.03 0.20 0.20 0.00
H -3.709 1.866 1.951 0.17 -0.27 -0.10 0.00
P 0.216 1.308 -3.947 0.10 -0.64 1.83 0.00
C 0.217 2.991 -4.513 -0.05 0.17 -0.41 0.00
C -1.309 0.441 -4.336 -0.23 0.09 -0.58 0.00
H 1.119 3.506 -4.142 -0.35 -0.18 -0.20 0.00
H -0.691 3.505 -4.157 0.39 -0.19 -0.15 0.00
H 0.223 2.952 -5.615 0.03 0.29 0.34 0.00
H -1.294 -0.587 -3.943 0.16 0.35 -0.17 0.00
H -1.417 0.410 -5.428 -0.16 -0.10 0.22 0.00
H -2.165 0.977 -3.900 0.28 -0.10 -0.17 0.00
C 1.621 0.354 -4.508 0.14 0.08 -0.65 0.00
H 2.545 0.814 -4.131 -0.27 -0.07 -0.16 0.00
H 1.623 0.349 -5.605 0.20 -0.11 0.17 0.00
H 1.544 -0.666 -4.106 -0.05 0.42 -0.18 0.00
H 0.297 -0.155 2.215 0.11 0.57 -1.46 0.03
F 1.151 6.574 -0.148 0.33 -0.78 1.26 0.01
Te 1.587 5.662 1.466 0.26 1.06 0.65 0.02
F 2.360 7.266 2.104 -0.64 -1.31 -0.62 0.00
F -0.042 6.271 2.252 1.42 -0.57 -0.79 0.01
F 3.327 5.268 0.759 -1.37 0.23 0.49 0.01
F 2.070 4.885 3.135 -0.35 0.59 -1.45 0.01
O 0.864 4.072 0.797 0.92 3.69 0.19 0.19
```
Positions in Å, forces in eV/Å.

Summary:
Multiplicity = 5
E = -4084.625747 Ha
Relative energy (zero: lowest compared OMol25 entry of this formula, charge and spin) = 16.3 kJ/mol
LUMO (spin up / spin down) = -5.53 / -7.66 eV
Net charge = +2
Kohn-Sham gap (spin up / spin down) = 6.475 / 5.637 eV
⟨S²⟩ = 6.064


| no. | F_max (hartree/bohr) |
| --- | --- |
| 1 | 0.0207 |
| 2 | 0.0869 |